[1]
Below is a 4-piece molecular cluster, C31H55N2O13PS overall at a distorted geometry, with properties calculated with the ωB97M-V functional and the def2-TZVPD basis.

The geometry in ORCA input format:
```
! wB97M-V def2-TZVPD RIJCOSX def2/J DEFGRID3
* xyz 0 1
S -3.079 4.815 -4.438
P -3.835 3.095 -3.802
O -5.656 -5.699 -0.703
O 6.701 -3.054 0.933
O -3.689 2.008 -5.200
O -2.604 0.070 0.758
O 4.137 -1.602 -0.038
O -5.495 3.434 -3.398
O -3.456 -4.907 1.334
O 6.262 -1.863 -2.283
O 0.911 5.723 5.534
O 0.379 5.421 2.130
O -1.070 4.260 -1.854
O -4.326 -8.175 0.612
O 0.756 8.134 3.587
N 3.052 1.651 -4.332
N -3.370 -1.929 -2.579
C -2.169 0.517 -0.426
C 0.225 6.966 5.698
C 7.456 -2.994 2.133
C 1.740 5.420 6.644
C -2.805 2.314 -2.395
C -4.657 -7.957 -0.761
C 4.045 2.383 -3.495
C 1.718 7.264 2.974
C -4.270 -0.807 -3.127
C -2.443 -3.914 1.336
C 5.462 -0.731 -1.932
C 1.167 6.547 1.740
C -0.272 7.482 4.345
C -4.758 -4.346 1.158
C 1.704 1.460 -3.725
C 5.334 -3.392 1.172
C -1.317 2.950 -1.973
C 1.387 2.042 -2.240
C -0.152 1.793 -1.654
C -0.488 4.988 1.094
C -3.213 1.085 -1.603
C -4.647 0.312 -1.942
C -4.835 -9.407 1.098
C -4.520 -6.474 -1.112
C -5.744 -5.425 0.702
C 4.471 -2.997 -0.029
C 6.183 -2.164 -3.667
C 2.432 2.894 -1.273
C -0.556 0.572 -0.865
C 5.196 -0.715 -0.425
C 3.918 3.066 -2.023
H 3.514 -3.523 0.054
H 2.225 4.458 6.456
H -5.079 -3.940 2.123
H 6.532 -1.318 -4.265
H -4.728 -3.542 0.415
H 2.184 3.301 -0.205
H 5.281 -4.475 1.323
H 7.443 -3.962 2.644
H 0.846 0.862 -4.297
H -1.198 5.779 0.839
H -4.540 -9.511 2.145
H 2.519 6.182 6.754
H 6.103 -0.904 0.154
H -5.684 -8.287 -0.959
H 4.821 3.636 -1.489
H -4.488 -6.387 -2.203
H -3.660 -0.312 -4.002
H -2.419 -3.395 0.372
H -2.390 -1.745 -2.945
H 0.218 -0.265 -0.601
H -5.927 -9.412 1.046
H 0.561 7.246 1.151
H 2.534 7.918 2.649
H 0.889 7.709 6.151
H 1.147 5.348 7.559
H 8.488 -2.739 1.877
H -3.961 -8.545 -1.367
H 4.509 -0.759 -2.471
H -1.479 -4.408 1.483
H 4.847 0.287 -0.154
H -3.374 2.563 -5.983
H 4.922 -3.303 -0.974
H 5.156 -2.425 -3.941
H -3.591 -6.048 -0.730
H -4.422 -10.245 0.526
H -1.051 4.124 1.456
H -5.053 -0.325 -1.041
H 2.139 6.564 3.699
H -2.605 -3.200 2.147
H -1.025 8.254 4.534
H 6.822 -3.028 -3.866
H -5.463 1.017 -2.397
H 6.018 0.168 -2.217
H -5.249 -1.259 -3.631
H 0.087 4.693 0.209
H -5.723 3.185 -2.455
H -3.260 -1.827 -1.528
H -6.759 -5.043 0.859
H 1.995 6.177 1.128
H 7.062 -2.212 2.789
H 5.130 2.490 -3.988
H 4.969 -2.879 2.069
H -0.760 6.699 3.761
H -0.630 6.788 6.360
H -5.653 -6.339 1.291
*
```

Results
maximum force: 8.84 eV/A
LUMO: -2.21 eV
SMILES: NCCC1=C(P(O)(O)=S)C(=O)C(c2cccnc2)=CC1=O.COCCOCCOC.COCCOCCOC.COCCOCCOC

[2]
Below is C31H55N9RbS3 as an isolated structure at a distorted geometry, with properties calculated with the ωB97M-V functional and the def2-TZVPD basis.

The geometry in ORCA input format:
```
! wB97M-V def2-TZVPD RIJCOSX def2/J DEFGRID3
* xyz 1 1
Rb 0.373 -0.597 -0.945
S -3.456 -0.586 -0.319
S -2.843 2.338 1.226
S -2.350 -0.540 2.845
N 3.812 -3.488 1.608
N 1.895 -2.709 2.632
N 2.362 -1.969 0.502
N -1.000 1.355 -2.703
N -1.913 2.782 -4.366
N 2.755 2.487 1.037
N 3.003 0.616 -0.277
N 4.905 1.868 0.425
N 0.204 1.888 -4.597
C 3.554 1.607 0.344
C 3.313 -1.362 -1.698
C 2.466 -2.584 3.957
C 5.879 0.837 0.175
C 1.324 2.426 0.847
C -3.711 1.945 2.793
C 0.559 -2.177 2.530
C 2.826 -4.041 -2.488
C -2.904 0.995 3.659
C -3.261 2.750 -3.853
C 3.538 0.023 -1.401
C 2.746 -2.302 -0.785
C 3.767 -4.788 2.236
C 2.692 -2.696 1.515
C 3.432 -3.178 -3.358
C -4.148 2.114 -0.029
C 4.606 0.308 -3.574
C 4.181 0.813 -2.348
C -3.965 -1.801 0.944
C 1.381 1.285 -4.022
C 5.423 3.216 0.326
C 3.692 -1.842 -2.985
C 4.345 -0.992 -3.901
C -4.732 0.717 -0.153
C -0.932 1.974 -3.825
C 3.136 2.948 2.359
C -1.572 4.020 -5.035
C 2.497 -3.602 -1.207
C 4.957 -3.281 0.759
C -3.937 -1.327 2.389
C 0.085 1.625 -6.018
H -5.361 0.679 -1.043
H 4.186 2.748 2.543
H 1.354 0.187 -4.061
H 6.712 0.968 0.869
H 4.562 -4.888 2.980
H 2.056 -4.294 -0.499
H 0.541 -1.084 2.463
H 4.945 -3.918 -0.134
H -1.822 1.621 -2.168
H 4.634 -1.399 -4.858
H 2.545 2.436 3.127
H 1.095 2.329 -0.218
H 3.908 -5.570 1.481
H -1.966 1.469 3.949
H -2.087 4.086 -5.996
H 5.426 -0.136 0.346
H 2.953 4.021 2.451
H -1.879 4.870 -4.417
H 0.888 3.355 1.218
H -4.964 -2.164 0.693
H -0.901 1.894 -6.381
H 2.336 -1.565 4.333
H 1.481 1.598 -2.984
H 2.628 -5.064 -2.770
H 0.070 -2.593 1.647
H -4.942 2.840 0.153
H -3.635 2.389 -0.951
H -5.338 0.454 0.710
H 5.987 3.327 -0.607
H 2.250 1.627 -4.582
H 0.838 2.196 -6.564
H -4.687 1.539 2.532
H 5.862 -3.505 1.330
H 4.991 -2.242 0.443
H 3.525 -2.816 3.940
H 6.267 0.867 -0.850
H 0.871 1.583 1.391
H -3.503 1.747 -3.501
H -3.861 2.876 3.343
H -3.414 3.477 -3.042
H 1.960 -3.269 4.639
H -4.086 -2.192 3.039
H 0.246 0.560 -6.225
H -4.722 -0.601 2.593
H -3.946 3.001 -4.666
H -3.467 0.731 4.556
H 6.101 3.433 1.156
H -3.241 -2.604 0.798
H 5.136 0.953 -4.260
H 2.806 -4.943 2.717
H 3.735 -3.502 -4.343
H 0.003 -2.480 3.414
H 4.610 3.937 0.326
H -0.501 4.077 -5.194
H 4.315 1.865 -2.135
*
```

Results
relative energy (zero: lowest compared OMol25 entry of this formula, charge and spin): 9.6 kcal/mol
maximum force: 1.13 eV/A
LUMO: -1.73 eV

[3]
Below is a 3-piece molecular cluster, C31H56BrN4O4 overall at a distorted geometry, with properties calculated with the ωB97M-V functional and the def2-TZVPD basis.

The geometry in ORCA input format:
```
! wB97M-V def2-TZVPD RIJCOSX def2/J DEFGRID3
* xyz 1 3
Br -3.627 2.626 5.414
O -1.485 3.008 -3.444
O -1.392 -0.682 5.186
O 0.484 -1.888 4.966
O 2.253 -6.306 -0.245
N 2.125 0.188 0.501
N -2.711 3.430 -3.570
N 1.244 1.948 1.848
N 3.369 -5.939 0.318
C 0.254 0.192 3.687
C -2.239 5.143 -5.334
C 1.107 0.211 -0.616
C -2.961 4.481 -2.539
C -2.372 4.099 -1.177
C 3.268 -4.493 0.664
C -4.489 4.597 -2.292
C -1.305 -0.675 -0.814
C 0.962 -0.260 2.586
C -4.436 3.951 -5.303
C -2.375 5.848 -2.923
C -2.026 2.885 4.328
C 3.537 -8.337 0.990
C -2.931 3.822 -4.994
C 0.563 2.421 2.907
C -0.758 2.216 4.969
C 0.035 1.573 3.840
C 5.134 -6.755 1.889
C 4.697 -3.904 0.808
C -2.447 2.733 -5.954
C 3.665 -6.880 1.437
C -1.687 -0.505 -2.300
C 0.181 -1.023 -0.585
C -1.824 4.393 3.982
C 2.455 -4.238 1.943
C -0.305 -0.798 4.682
C 2.621 -3.679 -0.459
C -2.622 6.263 -4.372
C 2.775 -5.181 3.101
C 1.437 0.634 1.659
C 2.752 -6.636 2.641
H -1.993 -1.469 -2.721
H 1.386 -4.338 1.717
H -2.917 1.774 -5.726
H 5.368 -5.810 2.373
H 0.511 -1.740 -1.348
H -2.217 2.374 3.377
H 0.237 -1.576 0.364
H -4.587 4.115 -6.371
H 4.169 -8.537 0.123
H 2.039 -5.040 3.897
H 2.826 0.905 0.307
H -1.366 2.600 -5.925
H 3.050 -7.284 3.468
H -2.774 6.616 -2.255
H 5.369 -7.530 2.618
H -2.731 4.959 4.203
H 2.513 -8.609 0.736
H -4.929 5.458 -2.794
H 1.564 -3.916 -0.588
H -1.292 5.836 -2.760
H 5.438 -4.523 0.303
H -1.609 0.206 -0.229
H -0.978 4.776 4.565
H -2.031 7.153 -4.598
H -2.707 2.994 -6.979
H 0.457 3.499 2.968
H -3.667 6.553 -4.515
H -5.017 3.702 -2.622
H 1.610 2.588 1.150
H 0.495 1.129 -0.567
H 2.603 -3.203 2.268
H 5.813 -6.880 1.044
H -1.885 -1.530 -0.436
H -2.590 0.123 -2.345
H 3.853 -9.005 1.791
H -0.179 2.964 5.522
H -1.130 1.486 5.689
H -4.971 3.039 -5.032
H 5.000 -3.787 1.849
H 1.146 -1.317 2.421
H -2.719 3.113 -0.857
H -4.719 4.704 -1.232
H -4.920 4.787 -4.803
H -0.030 -2.668 4.705
H 3.128 -3.841 -1.412
H 2.675 -2.613 -0.230
H -1.588 4.469 2.912
H -2.488 5.439 -6.355
H 1.722 -6.914 2.393
H 4.774 -2.917 0.351
H -1.152 5.013 -5.312
H -0.928 -0.001 -2.908
H 3.744 -4.931 3.543
H 1.665 0.201 -1.557
H -1.281 4.097 -1.183
H -2.681 4.825 -0.423
*
```

Results
maximum force: 2.82 eV/A
LUMO (alpha / beta): -4.78 / -4.78 eV
⟨S²⟩: 2.01